The following is a quantum chemistry calculation of a single C19H15Cl2N3O4S molecule, from the OMol25 dataset.

```
44
Properties=species:S:1:pos:R:3:forces:R:3
C -1.03413 -2.20854 -1.37766 0.16 -0.10 0.02
O -2.09075 -1.28984 -1.24680 -0.65 -0.35 0.04
C -3.24714 -1.70204 -0.64884 -0.04 -0.02 0.01
C -3.43310 -2.93348 -0.04047 0.15 0.04 -0.06
C -4.65362 -3.25837 0.53225 -0.05 -0.01 0.02
C -5.69573 -2.35334 0.50252 -0.02 -0.04 0.01
C -5.51502 -1.11506 -0.08927 0.22 0.08 -0.14
C -4.29993 -0.77344 -0.66806 0.37 -0.76 0.16
N -4.13728 0.47028 -1.27030 0.49 0.61 -0.38
S -2.75744 1.41150 -1.40972 -0.15 0.40 -0.14
O -3.26140 2.74862 -1.29292 -0.18 0.05 0.19
O -2.02034 1.09786 -2.59212 0.12 -0.26 0.18
C -1.70522 1.07803 0.01350 -0.39 0.10 -0.28
C -0.36614 0.87379 -0.23809 0.22 -0.06 0.14
C 0.52212 0.63234 0.80797 -0.63 0.16 0.12
N 1.86583 0.44498 0.48976 0.22 0.06 -0.41
C 2.90067 0.11510 1.32376 0.00 0.01 -0.26
O 2.78136 -0.11753 2.50605 -0.01 -0.07 0.17
C 4.22055 0.03907 0.63317 0.40 0.05 -0.09
C 4.58963 0.84987 -0.44133 0.04 -0.25 0.22
C 5.85165 0.71455 -0.98787 0.11 -0.11 0.05
C 6.69951 -0.23776 -0.42807 -0.56 0.13 0.19
Cl 8.27498 -0.46004 -1.06430 0.38 0.02 -0.23
N 6.37147 -0.99978 0.59579 0.52 -0.13 -0.18
C 5.17039 -0.86008 1.11817 -0.54 0.20 0.07
C 0.03329 0.60080 2.11528 0.13 -0.04 0.07
C -1.30656 0.82804 2.36230 -0.15 0.05 -0.32
C -2.18177 1.07950 1.31190 0.18 -0.03 0.02
Cl -3.83452 1.40966 1.62462 -0.37 0.16 0.55
H -1.36006 -3.12612 -1.87621 0.01 0.05 0.02
H -0.59389 -2.45504 -0.40458 -0.03 0.00 -0.05
H -0.29282 -1.70919 -1.99864 0.02 -0.06 0.02
H -2.62854 -3.65051 -0.00845 0.11 -0.04 -0.02
H -4.77998 -4.22271 0.99911 -0.01 -0.09 0.04
H -6.64823 -2.60113 0.94390 -0.09 -0.02 0.04
H -6.32281 -0.39858 -0.11008 -0.10 0.11 0.01
H -4.93031 1.08510 -1.15668 0.10 0.16 0.06
H -0.04878 0.89553 -1.26918 0.16 -0.06 -0.14
H 2.07497 0.53580 -0.49494 0.07 -0.08 0.22
H 3.92026 1.60435 -0.83069 -0.05 0.05 -0.04
H 6.18114 1.32588 -1.81166 0.04 0.05 -0.06
H 4.93903 -1.49299 1.96350 -0.11 0.00 0.07
H 0.70930 0.40280 2.93075 -0.02 0.00 0.00
H -1.68074 0.81662 3.37342 -0.05 0.01 0.08
```
Forces are in eV/Å.

The charge is 0. The value obtained for the LUMO energy is -0.0067 hartree. The frontier orbital gap is 8.2 eV. Its total energy is -2516.8365 Ha.